(1)
19
Properties=species:S:1:pos:R:3:lowdin_charge:R:1 method="wB97M-V/def2-TZVPD" e_lumo_ev=-0.4036 fmax_ev_per_a=4.7 relative_energy_ev=0.5172 gap_ev=7.86
C 0.575 1.980 2.122 -0.124
C 0.540 0.558 1.771 -0.311
C -0.002 0.212 0.385 -0.381
C -0.080 -1.219 0.080 -0.399
Si -0.514 -1.588 -1.723 -0.035
S -0.165 1.111 -2.927 0.152
S 0.895 -2.675 -2.995 0.365
Br -2.674 -1.850 -2.081 0.344
H 1.285 2.132 2.961 0.090
H 0.866 2.583 1.275 0.079
H -0.378 2.302 2.429 0.059
H -0.151 -0.003 2.488 0.123
H 1.474 -0.040 2.048 0.130
H -1.032 0.704 0.218 0.149
H 0.767 0.556 -0.285 0.055
H -0.876 -1.570 0.728 0.075
H 0.891 -1.726 0.345 0.104
H -1.504 1.144 -2.720 -0.324
H 0.084 -2.609 -4.118 -0.152

(2)
34
Properties=species:S:1:pos:R:3:lowdin_charge:R:1 method="wB97M-V/def2-TZVPD" e_lumo_ev=-0.5205 fmax_ev_per_a=13.0 smiles="O=C(CSc1ncnc2nc[nH]c12)Nc1ccccc1C(F)(F)F" gap_ev=7.94
O 0.422 0.544 2.158 0.026
C 0.075 1.078 1.092 -0.548
N -1.067 0.820 0.416 0.144
C -1.950 -0.437 0.625 0.004
C -1.570 -1.617 1.339 -0.034
C -2.440 -2.647 1.716 -0.116
C -3.689 -2.806 1.175 0.054
C -4.046 -1.642 0.053 0.118
C -3.293 -0.506 -0.101 -0.109
C -3.691 0.515 -0.918 -0.478
F -2.965 0.977 -1.944 0.132
F -3.917 1.854 -0.385 0.040
F -4.915 0.147 -1.539 0.063
H -4.949 -1.652 -0.304 0.043
H -4.224 -3.571 1.017 0.008
H -2.114 -3.381 2.442 0.106
H -0.618 -1.514 2.057 0.150
H -1.522 1.258 -0.258 0.044
C 0.638 2.470 0.458 -0.478
H 0.206 2.595 -0.392 0.027
H 0.231 3.211 1.061 0.081
S 2.223 2.331 0.738 1.011
C 2.490 0.763 -0.086 -0.466
N 1.330 0.111 -0.407 0.036
C 1.472 -0.992 -1.338 -0.021
N 2.629 -1.878 -1.255 0.108
C 3.683 -1.517 -0.827 -0.310
N 4.974 -1.676 -0.870 0.125
C 5.607 -0.953 -0.204 -0.283
N 5.044 0.165 0.131 0.136
C 3.713 0.085 -0.305 -0.033
H 5.349 1.009 0.367 0.102
H 6.777 -0.976 -0.164 0.176
H 0.514 -1.715 -1.448 0.142

(3)
90
Properties=species:S:1:pos:R:3:lowdin_charge:R:1 method="wB97M-V/def2-TZVPD" e_lumo_ev=-1.2828 fmax_ev_per_a=2.8 smiles="CCC(=O)OCCC1=C(C[C@H](C)Br)C(=O)c2c(cc([C@@H](Br)CC)c(CCC(F)=C(F)F)c2CC(=O)Cl)C1=O.O=C1c2ccccc2C(=O)c2ccccc21" gap_ev=7.34
C -5.234 5.307 -3.691 -0.098
C -6.241 4.146 -4.029 -0.143
C -5.751 3.156 -5.127 -0.445
O -6.230 3.251 -6.228 0.124
O -4.823 2.131 -4.918 -0.052
C -5.456 0.974 -4.334 -0.178
C -4.439 -0.081 -3.788 -0.084
C -3.692 0.323 -2.481 -0.044
C -3.173 -0.641 -1.666 -0.071
C -3.263 -2.174 -1.949 -0.192
C -4.010 -3.002 -0.823 -0.655
C -3.101 -4.265 -0.493 -0.161
Br -5.654 -3.766 -1.677 0.630
C -2.384 -0.262 -0.368 -0.248
O -2.462 -0.876 0.670 0.082
C -1.499 1.025 -0.507 -0.019
C -2.051 2.065 -1.392 -0.030
C -1.329 3.290 -1.650 0.047
C -0.033 3.477 -1.019 -0.171
C 0.793 4.780 -1.327 -0.535
Br 2.361 4.137 -2.420 0.722
C 0.021 5.806 -2.244 -0.282
C -0.070 5.369 -3.768 -0.179
C 0.524 2.471 -0.096 -0.089
C 1.911 2.649 0.610 -0.151
C 1.622 3.092 2.115 -0.100
C 2.804 2.799 3.057 -0.145
F 2.748 3.389 4.326 0.026
C 3.935 2.031 2.776 -0.218
F 4.072 0.810 3.341 0.103
F 4.897 2.552 1.961 0.118
C -0.224 1.203 0.178 -0.090
C 0.250 0.064 1.135 -0.064
C -0.398 0.146 2.591 -0.727
O 0.025 -0.546 3.464 0.035
Cl -1.791 1.221 2.983 0.677
C -3.450 1.809 -2.047 -0.235
O -4.265 2.688 -2.159 0.115
H -4.670 5.707 -4.569 0.080
H -4.505 5.062 -2.880 0.054
H -5.847 6.168 -3.297 0.079
H -7.169 4.631 -4.436 0.121
H -6.555 3.637 -3.084 0.109
H -6.133 1.278 -3.495 0.133
H -6.072 0.502 -5.154 0.142
H -5.011 -1.042 -3.673 0.113
H -3.644 -0.231 -4.575 0.146
H -3.716 -2.431 -2.931 0.074
H -2.196 -2.540 -1.993 0.127
H -4.283 -2.419 0.081 0.089
H -3.727 -5.153 -0.216 0.058
H -2.574 -4.567 -1.443 0.079
H -2.296 -4.036 0.247 0.082
H -1.815 4.020 -2.337 0.114
H 1.247 5.232 -0.416 0.095
H 0.614 6.759 -2.242 0.110
H -1.000 6.016 -1.840 0.108
H 0.777 5.750 -4.384 0.061
H -0.153 4.253 -3.886 0.060
H -1.009 5.776 -4.245 0.079
H 2.542 3.452 0.168 0.063
H 2.405 1.643 0.593 0.114
H 1.410 4.201 2.060 0.126
H 0.663 2.618 2.465 0.099
H 1.356 -0.026 1.249 0.121
H -0.128 -0.902 0.714 0.125
C 2.313 -2.550 5.191 -0.045
C 2.852 -1.660 4.266 -0.063
C 3.845 -2.092 3.389 -0.001
C 4.306 -3.403 3.442 -0.083
C 3.782 -4.284 4.388 -0.085
C 2.777 -3.857 5.254 0.005
C 4.297 -5.672 4.492 -0.280
O 3.839 -6.443 5.314 0.104
C 5.389 -6.100 3.581 -0.083
C 5.923 -7.380 3.703 0.000
C 6.934 -7.794 2.849 -0.058
C 7.410 -6.935 1.862 -0.059
C 6.884 -5.657 1.740 -0.001
C 5.880 -5.233 2.605 -0.084
C 5.349 -3.851 2.488 -0.279
O 5.767 -3.098 1.628 0.102
H 1.533 -2.221 5.868 0.112
H 2.500 -0.638 4.224 0.084
H 4.255 -1.398 2.668 0.105
H 2.358 -4.543 5.980 0.121
H 5.554 -8.053 4.468 0.121
H 7.352 -8.789 2.949 0.107
H 8.195 -7.262 1.190 0.107
H 7.261 -4.990 0.973 0.120

(4)
11
Properties=species:S:1:pos:R:3:lowdin_charge:R:1 method="wB97M-V/def2-TZVPD" e_lumo_ev=-1.0101 fmax_ev_per_a=8.3 relative_energy_ev=7.2828 gap_ev=7.83
C 0.272 -0.599 0.088 -0.505
C -1.041 -0.493 -0.456 -0.149
C -2.218 -0.142 -0.738 0.134
C 0.765 0.960 -0.015 -1.149
H 0.789 -1.681 -1.705 0.310
H 0.533 -0.987 1.147 0.139
H -3.210 0.486 -0.791 0.097
H 0.237 0.645 2.566 0.066
O 1.340 -1.571 -0.406 -0.199
S 0.599 1.877 1.443 0.665
S 1.933 1.506 -1.133 0.591

(5)
37
Properties=species:S:1:pos:R:3:lowdin_charge:R:1 method="wB97M-V/def2-TZVPD" e_lumo_ev="-10.3066 / -9.3621" fmax_ev_per_a=0.7 multiplicity=2 total_charge=+2 relative_energy_ev=0.5960 gap_ev="4.01 / 4.94"
Tc -0.027 0.427 0.454 0.672
S 2.136 -0.044 0.034 0.821
C 2.839 -0.397 1.544 -0.649
C 4.221 -0.758 1.561 -0.221
N 5.337 -1.034 1.554 0.260
C 2.066 -0.374 2.690 -0.640
S 0.403 -0.015 2.596 0.748
C 2.585 -0.720 3.976 -0.216
N 2.969 -0.989 5.026 0.263
N 0.602 7.430 0.620 0.112
C -0.068 6.659 -0.253 -0.812
S -0.922 7.224 -1.511 0.830
C -0.005 5.169 0.015 -0.150
C 0.514 4.614 1.189 0.040
C 0.528 3.252 1.374 -0.071
N 0.031 2.421 0.430 -0.173
C -0.463 2.943 -0.722 -0.090
C -0.502 4.288 -0.949 -0.009
H 0.579 8.428 0.473 0.121
H 1.183 7.089 1.362 0.101
H 0.907 5.219 1.993 0.128
H 0.923 2.799 2.270 0.109
H -0.835 2.237 -1.463 0.128
H -0.908 4.685 -1.870 0.094
C -3.583 0.088 -0.730 -0.268
As -2.477 -0.241 0.813 0.973
C -2.830 -2.082 1.267 -0.252
C -3.281 0.779 2.236 -0.257
H -4.602 -0.199 -0.471 0.055
H -3.241 -0.515 -1.569 0.044
H -3.566 1.143 -0.996 0.034
H -3.890 -2.153 1.505 0.056
H -2.236 -2.383 2.126 0.039
H -2.599 -2.718 0.415 0.048
H -4.315 0.442 2.309 0.057
H -3.256 1.841 2.000 0.041
H -2.766 0.593 3.176 0.036

(6)
68
Properties=species:S:1:pos:R:3:lowdin_charge:R:1 method="wB97M-V/def2-TZVPD" e_lumo_ev=1.9899 fmax_ev_per_a=0.7 total_charge=-1 relative_energy_ev=0.0670 gap_ev=3.22
Cu -1.807 -0.510 -1.680 0.129
C 4.443 3.561 1.565 -0.050
C 4.623 2.086 1.170 -0.517
C 5.424 1.411 2.294 -0.048
C 5.453 2.035 -0.117 -0.048
C 3.222 1.374 1.022 -0.431
O 2.578 1.587 2.266 -0.018
C 3.421 -0.132 0.752 -0.106
C 2.227 -1.085 0.584 -0.118
C 1.286 -1.288 1.754 -0.217
C -0.033 -1.647 1.492 -0.038
C -0.928 -1.893 2.522 -0.093
C -0.494 -1.782 3.831 -0.671
Cl -1.612 -2.072 5.142 0.626
C 0.817 -1.445 4.123 -0.111
C 1.700 -1.204 3.081 -0.043
C 2.443 2.074 -0.113 -0.036
N 1.031 1.740 -0.181 -0.096
C 0.370 1.135 -1.169 -0.138
N -0.886 0.929 -0.812 -0.018
C -0.944 1.453 0.439 -0.170
N 0.198 1.950 0.864 0.117
H 5.415 3.976 1.841 0.082
H 3.771 3.659 2.415 0.089
H 4.063 4.175 0.747 0.074
H 6.281 2.036 2.552 0.082
H 5.815 0.438 1.994 0.079
H 4.812 1.283 3.186 0.091
H 6.404 2.545 0.055 0.088
H 4.964 2.546 -0.949 0.080
H 5.683 1.015 -0.426 0.079
H 1.616 1.550 2.153 0.068
H 4.038 -0.517 1.564 0.101
H 4.024 -0.235 -0.154 0.114
H 2.669 -2.058 0.346 0.127
H 1.629 -0.845 -0.293 0.094
H -0.377 -1.754 0.464 0.083
H -1.950 -2.174 2.302 0.109
H 1.139 -1.367 5.152 0.099
H 2.716 -0.921 3.321 0.106
H 2.865 1.795 -1.077 0.135
H 2.517 3.152 -0.002 0.123
H 0.809 0.857 -2.113 0.141
H -1.831 1.436 1.049 0.116
C -3.629 2.789 -2.346 -0.446
S -4.716 1.589 -1.565 0.706
C -4.842 2.352 0.063 -0.440
H -4.096 3.773 -2.414 0.028
H -3.417 2.415 -3.346 0.027
H -2.686 2.858 -1.802 0.008
H -3.850 2.555 0.467 0.009
H -5.344 1.641 0.717 0.028
H -5.416 3.280 0.040 0.027
C -3.404 -5.094 -2.585 -0.267
Ge -3.741 -3.135 -2.750 0.550
C -4.677 -3.023 -4.514 -0.272
C -5.213 -2.766 -1.473 -0.260
C -2.214 -2.086 -2.527 -0.505
H -4.302 -5.687 -2.787 -0.009
H -3.051 -5.319 -1.577 -0.009
H -2.625 -5.396 -3.290 -0.007
H -5.540 -3.696 -4.566 -0.011
H -3.983 -3.277 -5.319 -0.009
H -5.017 -1.998 -4.677 -0.010
H -6.091 -3.377 -1.703 -0.004
H -5.500 -1.712 -1.523 -0.019
H -4.890 -2.982 -0.452 -0.007
H -1.363 -2.574 -3.026 -0.171